C39H46Br2Cl2F3N8O8RbS | the ωB97M-V functional and the def2-TZVPD basis

Properties
Charge: -2
HOMO energy: -2.71 eV

XYZ file:
```
110
C39H46Br2Cl2F3N8O8RbS | OMol25 | the ωB97M-V functional and the def2-TZVPD basis
Rb 1.12 0.04 0.77
Cl 2.70 -2.87 0.80
C 2.67 -2.50 2.53
Cl 1.05 -2.00 3.08
H 3.35 -1.66 2.70
H 2.96 -3.39 3.08
Br -3.80 -1.27 2.10
C -3.62 -0.37 0.39
Br -1.92 -0.68 -0.45
H -3.75 0.69 0.57
H -4.39 -0.77 -0.25
F -0.72 7.77 0.19
C -0.01 6.73 0.73
F 1.23 6.88 0.23
F 0.05 7.00 2.05
C -0.64 5.41 0.41
C -1.79 5.40 -0.34
C -2.40 4.19 -0.66
C -1.80 3.04 -0.18
N -0.69 3.02 0.55
C -0.06 4.18 0.87
S 1.36 4.10 1.81
H -2.21 6.33 -0.69
H -3.30 4.15 -1.26
H -2.22 2.07 -0.41
C 3.33 0.00 -2.70
C 4.28 0.25 -1.59
N 4.03 0.12 -0.31
C 5.19 0.45 0.35
C 6.17 0.79 -0.56
N 5.57 0.65 -1.78
C 7.62 1.19 -0.52
O 8.14 1.28 0.63
O 8.16 1.39 -1.62
C 5.26 0.39 1.83
O 6.41 0.67 2.39
O 4.29 0.05 2.49
H 2.52 -0.64 -2.35
H 3.83 -0.49 -3.54
H 2.88 0.93 -3.06
H 6.06 0.84 -2.63
H 7.15 0.94 1.69
C -6.84 -4.06 -0.09
O -6.04 -3.47 -1.09
C -5.14 -4.30 -1.72
C -4.24 -3.67 -2.59
C -3.27 -4.40 -3.23
C -3.18 -5.79 -3.04
C -4.12 -6.40 -2.23
C -5.09 -5.67 -1.56
N -2.24 -6.60 -3.75
N -1.02 -6.28 -3.83
C -0.44 -5.29 -3.03
C 0.46 -4.44 -3.68
C 0.86 -3.24 -3.14
C 0.38 -2.78 -1.88
O 0.54 -1.60 -1.49
C -0.31 -3.80 -1.07
N -0.52 -3.52 0.23
C -1.10 -4.41 0.99
C -1.53 -5.66 0.52
C -1.34 -5.96 -0.80
C -0.73 -5.02 -1.66
H -7.43 -3.25 0.34
H -6.23 -4.51 0.70
H -7.52 -4.81 -0.50
H -4.30 -2.60 -2.71
H -2.56 -3.90 -3.86
H -4.07 -7.48 -2.11
H -5.78 -6.18 -0.91
H 0.76 -4.72 -4.68
H 1.49 -2.57 -3.71
H -1.24 -4.13 2.03
H -1.99 -6.37 1.19
H -1.64 -6.92 -1.20
C -2.37 2.39 3.57
N -1.14 2.75 4.26
C -0.98 4.18 4.46
C -0.03 1.96 3.98
O -0.05 1.10 3.11
N 1.09 2.22 4.73
C 2.35 1.65 4.29
C 1.03 2.62 6.11
H -3.22 2.51 4.25
H -2.31 1.35 3.25
H -2.52 3.02 2.69
H -1.28 4.72 3.55
H 0.06 4.43 4.63
H -1.59 4.52 5.30
H 2.36 1.60 3.21
H 2.52 0.65 4.70
H 3.16 2.30 4.60
H 0.00 2.77 6.42
H 1.59 3.55 6.28
H 1.47 1.84 6.75
C 2.46 3.68 -1.74
C 1.13 3.61 -2.45
O 1.01 2.33 -3.05
C -0.30 2.04 -3.49
C -0.31 0.64 -4.07
H 2.59 4.66 -1.27
H 3.28 3.52 -2.45
H 2.51 2.93 -0.95
H 1.04 4.40 -3.21
H 0.32 3.76 -1.73
H -0.61 2.78 -4.24
H -1.00 2.12 -2.65
H 0.38 0.57 -4.91
H -1.31 0.39 -4.42
H -0.01 -0.08 -3.31
```


C39H46CoN2O2P2 | the ωB97M-V functional and the def2-TZVPD basis

Properties
Charge: +2
Spin multiplicity: 4
HOMO energy (alpha / beta): -12.65 / -12.65 eV

XYZ file:
```
92
C39H46CoN2O2P2 | OMol25 | the ωB97M-V functional and the def2-TZVPD basis
Co 1.53 -19.40 12.58
C 3.27 -22.39 14.28
C 3.42 -21.08 13.57
C 3.88 -21.14 12.22
C 4.29 -22.47 11.67
C 4.11 -20.00 11.52
C 4.28 -20.14 10.04
C 4.13 -18.69 12.14
C 4.87 -17.56 11.49
C 3.42 -18.60 13.39
C 3.52 -17.27 14.10
C 3.13 -19.81 14.16
C 2.74 -19.78 15.61
H 3.18 -22.32 15.38
H 4.14 -23.04 14.16
H 2.33 -22.91 13.98
H 3.47 -23.13 11.68
H 5.05 -22.93 12.27
H 4.51 -22.37 10.64
H 5.22 -20.69 9.74
H 4.20 -19.19 9.46
H 3.45 -20.76 9.68
H 5.34 -16.83 12.16
H 4.12 -16.88 10.96
H 5.60 -17.93 10.76
H 3.18 -16.45 13.39
H 4.61 -17.12 14.36
H 2.96 -17.23 15.04
H 2.14 -18.88 15.86
H 3.66 -19.69 16.28
H 2.29 -20.67 16.02
C -0.85 -24.13 11.85
O 0.29 -23.33 11.62
C 0.36 -22.06 12.05
O 1.15 -21.30 11.47
N -0.29 -21.70 13.19
N 0.09 -20.44 13.87
H -1.00 -24.76 10.99
H -1.69 -23.50 11.86
H -0.74 -24.74 12.76
H -0.58 -22.48 13.84
H 0.53 -20.64 14.80
H -0.76 -19.86 13.96
C 0.80 -16.28 10.73
P 0.23 -17.95 11.40
C -1.34 -17.39 11.98
C -1.63 -17.56 13.37
C -2.93 -17.37 13.75
C -3.94 -16.74 12.96
C -3.52 -16.41 11.63
C -2.31 -16.76 11.12
C -0.16 -18.81 9.82
C 0.84 -18.99 8.90
C 0.60 -19.61 7.67
C -0.67 -20.13 7.36
C -1.70 -20.02 8.31
C -1.44 -19.39 9.51
P 1.66 -15.21 12.01
C 2.51 -14.09 10.86
C 3.20 -14.53 9.69
C 3.80 -13.62 8.82
C 3.96 -12.28 9.18
C 3.32 -11.88 10.37
C 2.62 -12.74 11.23
C 0.30 -14.07 12.51
C -0.54 -13.39 11.53
C -1.42 -12.46 12.03
C -1.67 -12.33 13.36
C -0.83 -12.91 14.30
C 0.15 -13.77 13.88
H -0.08 -15.73 10.23
H 1.61 -16.49 10.01
H -0.84 -17.94 13.98
H -3.21 -17.63 14.81
H -5.00 -16.50 13.33
H -4.26 -15.92 10.95
H -2.07 -16.63 10.06
H 1.80 -18.51 9.12
H 1.43 -19.66 6.97
H -0.90 -20.63 6.44
H -2.76 -20.41 8.12
H -2.31 -19.23 10.16
H 3.30 -15.60 9.42
H 4.19 -14.07 7.91
H 4.59 -11.58 8.72
H 3.38 -10.77 10.65
H 2.21 -12.42 12.21
H -0.30 -13.51 10.49
H -1.90 -11.79 11.34
H -2.43 -11.64 13.74
H -0.92 -12.74 15.41
H 0.77 -14.30 14.61
```


C39H46FeN7O5P | the ωB97M-V functional and the def2-TZVPD basis

Properties
Charge: 0
Spin multiplicity: 5
HOMO energy (alpha / beta): -5.18 / -5.15 eV

XYZ file:
```
99
C39H46FeN7O5P | OMol25 | the ωB97M-V functional and the def2-TZVPD basis
Fe -0.68 0.22 0.43
C -0.82 -0.32 3.50
C -1.72 -1.27 2.70
N -2.38 -0.59 1.60
C -3.43 0.37 1.89
C -2.89 1.78 2.17
N -1.78 2.13 1.29
C -0.70 2.86 1.93
C -0.01 1.99 2.99
N -0.01 0.57 2.64
H -1.44 0.30 4.15
H -0.19 -0.92 4.15
H -1.10 -2.05 2.26
H -2.43 -1.75 3.39
H -2.68 -1.24 0.89
H -4.07 0.43 1.01
H -4.06 0.05 2.73
H -3.71 2.50 2.08
H -2.55 1.83 3.21
H -2.11 2.62 0.47
H 0.02 3.12 1.14
H -1.02 3.80 2.40
H 1.02 2.35 3.12
H -0.50 2.13 3.96
H 0.91 0.20 2.50
O -1.18 -1.28 -1.03
C -0.43 -1.00 -2.02
C 0.34 -1.81 -2.93
C 0.59 -3.18 -3.11
C 1.43 -3.53 -4.17
C 1.99 -2.58 -5.01
C 1.75 -1.21 -4.81
C 0.94 -0.84 -3.77
P 0.11 0.54 -2.83
C 1.56 1.45 -2.22
C 1.69 1.75 -0.87
C 2.89 2.22 -0.36
C 3.98 2.39 -1.20
C 3.85 2.12 -2.55
C 2.65 1.64 -3.06
C -0.84 1.24 -4.21
C -0.24 1.96 -5.24
C -0.99 2.34 -6.34
C -2.33 2.00 -6.42
C -2.93 1.28 -5.40
C -2.18 0.90 -4.29
H 0.15 -3.92 -2.46
H 1.65 -4.58 -4.34
H 2.63 -2.90 -5.83
H 2.20 -0.48 -5.47
H 0.83 1.67 -0.20
H 2.97 2.45 0.70
H 4.93 2.73 -0.80
H 4.70 2.27 -3.22
H 2.58 1.42 -4.11
H 0.81 2.24 -5.18
H -0.52 2.90 -7.14
H -2.91 2.30 -7.28
H -3.97 1.01 -5.46
H -2.64 0.34 -3.48
O -0.46 3.63 -1.97
C -1.32 2.78 -1.86
O -1.10 1.51 -1.60
C -2.77 3.14 -2.05
C -3.76 2.43 -1.40
C -5.11 2.81 -1.47
C -5.39 3.90 -2.26
O -6.60 4.47 -2.50
C -6.36 5.57 -3.38
O -4.97 5.58 -3.69
C -4.40 4.57 -2.96
C -3.08 4.24 -2.86
H -3.48 1.54 -0.84
H -5.89 2.28 -0.94
H -6.63 6.50 -2.88
H -6.94 5.44 -4.30
H -2.30 4.77 -3.38
C 1.88 -2.22 2.53
N 2.93 -3.24 2.46
C 2.45 -4.32 1.59
N 2.12 -3.84 0.26
C 1.08 -2.82 0.38
N 1.51 -1.67 1.22
C 2.73 -1.12 0.61
N 3.80 -2.11 0.49
C 4.10 -2.63 1.82
C 3.30 -3.22 -0.33
H 2.25 -1.42 3.18
H 0.99 -2.67 3.00
H 1.56 -4.77 2.04
H 3.23 -5.08 1.52
H 0.19 -3.26 0.83
H 0.83 -2.45 -0.60
H 3.10 -0.29 1.22
H 2.48 -0.74 -0.39
H 4.46 -1.81 2.45
H 4.89 -3.38 1.74
H 4.09 -3.97 -0.42
H 3.05 -2.85 -1.33
```


C39H47BCl2N4O2 | the ωB97M-V functional and the def2-TZVPD basis

Properties
Charge: 0
HOMO energy: -6.37 eV

XYZ file:
```
95
C39H47BCl2N4O2 | OMol25 | the ωB97M-V functional and the def2-TZVPD basis
N -1.06 -0.94 13.44
C -0.18 -0.20 13.25
C 0.92 0.68 13.18
C 0.74 2.02 13.44
C -0.57 2.57 13.63
N -1.63 3.02 13.85
C 1.84 2.90 13.85
O 1.63 4.04 14.24
C 3.20 2.28 13.84
Cl 4.49 3.33 14.20
C 3.37 0.93 13.70
Cl 4.86 0.16 13.96
C 2.20 0.03 13.51
O 2.25 -1.19 13.71
C -5.04 -5.35 4.83
C -5.15 -5.10 3.35
C -4.46 -6.29 2.69
C -6.62 -5.11 2.94
C -4.55 -3.75 2.83
C -4.29 -3.70 1.46
C -3.64 -2.62 0.88
C -3.35 -1.50 1.65
C -3.72 -1.44 3.00
C -3.53 -0.04 3.65
C -3.98 0.05 5.09
C -4.34 0.99 2.85
C -2.05 0.34 3.61
C -4.29 -2.58 3.60
N -4.61 -2.55 4.99
C -3.74 -2.10 5.99
B -1.27 -0.20 7.25
H -0.76 -0.06 8.40
N -4.38 -2.28 7.22
C -3.83 -1.93 8.48
C -4.58 -1.12 9.38
C -5.99 -0.50 9.15
C -6.08 0.92 9.71
C -7.01 -1.38 9.88
C -6.38 -0.37 7.69
C -4.03 -0.84 10.63
C -2.78 -1.31 10.97
C -2.05 -2.09 10.10
C -2.54 -2.41 8.83
C -1.67 -3.42 8.03
C -0.18 -3.06 8.07
C -2.11 -3.69 6.60
C -1.75 -4.76 8.79
C -5.73 -2.64 6.98
C -5.76 -3.13 5.59
H -5.51 -4.40 5.47
H -5.61 -6.25 5.08
H -4.00 -5.47 5.12
H -4.65 -6.34 1.61
H -3.38 -6.24 2.87
H -4.83 -7.22 3.13
H -6.71 -5.06 1.85
H -7.11 -6.03 3.29
H -7.17 -4.25 3.37
H -4.59 -4.52 0.81
H -3.36 -2.64 -0.18
H -2.87 -0.64 1.18
H -3.46 -0.89 5.75
H -3.64 0.98 5.57
H -5.08 -0.05 5.13
H -4.04 1.02 1.79
H -5.41 0.73 2.88
H -4.22 1.99 3.28
H -1.66 0.37 2.58
H -1.91 1.34 4.04
H -1.45 -0.36 4.20
H -1.47 -1.31 6.78
H -1.87 0.63 6.61
H -5.27 1.54 9.31
H -7.03 1.38 9.41
H -6.03 0.94 10.80
H -6.97 -2.42 9.53
H -6.80 -1.38 10.96
H -8.03 -1.01 9.72
H -6.33 -1.47 7.13
H -7.40 0.00 7.61
H -5.69 0.31 7.19
H -4.57 -0.24 11.35
H -2.37 -1.08 11.95
H -1.08 -2.47 10.43
H 0.20 -3.06 9.10
H 0.39 -3.83 7.51
H 0.04 -2.09 7.63
H -2.86 -4.49 6.60
H -2.66 -2.71 6.03
H -1.25 -3.98 5.99
H -2.79 -5.11 8.85
H -1.16 -5.52 8.25
H -1.35 -4.65 9.80
H -6.15 -3.30 7.75
H -6.68 -2.95 5.01
```


C39H48BNO5Si | the ωB97M-V functional and the def2-TZVPD basis

Properties
Charge: 0
HOMO energy: -6.52 eV

XYZ file:
```
95
C39H48BNO5Si | OMol25 | the ωB97M-V functional and the def2-TZVPD basis
C -5.47 0.23 2.64
C -4.50 -0.86 2.51
C -4.55 -2.23 2.85
C -3.34 -2.80 2.37
C -2.41 -1.78 2.35
B -2.13 -1.28 -0.90
O -1.80 -2.65 -0.55
C -0.42 -2.40 -0.31
C -0.04 -1.14 -1.25
C 1.35 -1.07 -1.77
C -0.44 0.06 -0.31
O -1.72 -0.33 0.09
C -1.05 -1.13 -2.55
O -2.44 -0.92 -2.17
O -3.25 -0.66 1.96
H -6.35 -0.02 2.03
H -5.82 0.31 3.67
H -5.08 1.21 2.33
H -5.29 -2.77 3.41
H -3.13 -3.85 2.21
H -0.45 -2.22 1.07
H 0.21 -3.27 -0.58
H 1.28 -0.47 -2.70
H 2.03 -0.57 -1.09
H 1.73 -2.06 -2.07
H 0.23 0.10 0.56
H -0.40 1.04 -0.82
H -0.81 -0.34 -3.28
H -1.07 -2.13 -3.03
C 4.03 -7.00 9.08
Si 3.64 -5.34 9.82
C 2.74 -5.61 11.45
C 5.23 -4.43 10.23
O 2.64 -4.49 8.78
C 2.67 -3.65 7.61
C 3.02 -2.21 8.03
C 2.88 -1.76 9.35
C 3.16 -0.43 9.65
C 3.50 0.47 8.63
C 3.62 0.01 7.31
C 3.45 -1.34 7.02
C 3.71 -4.33 6.70
C 5.05 -3.95 6.81
C 6.04 -4.63 6.09
C 5.70 -5.72 5.29
C 4.37 -6.15 5.25
C 3.37 -5.49 5.98
C 1.18 -3.60 7.05
C 0.24 -3.40 8.28
C -0.29 -1.98 8.25
C -0.18 -1.52 6.77
N 0.65 -2.52 6.10
C 0.65 -2.56 4.74
C -0.32 -2.25 3.76
C -0.01 -2.48 2.32
C 1.46 -2.12 2.17
C 2.39 -3.05 1.64
C 3.62 -2.59 1.18
C 4.07 -1.32 1.60
C 3.27 -0.54 2.43
C 1.91 -0.89 2.63
H 4.54 -7.61 9.84
H 3.10 -7.50 8.78
H 4.69 -6.92 8.20
H 3.39 -6.23 12.09
H 2.55 -4.66 11.97
H 1.80 -6.14 11.29
H 5.59 -4.83 11.20
H 6.00 -4.62 9.48
H 5.08 -3.35 10.34
H 2.55 -2.45 10.14
H 3.11 -0.10 10.69
H 3.64 1.52 8.86
H 3.87 0.69 6.50
H 3.64 -1.74 6.02
H 5.34 -3.13 7.49
H 7.08 -4.30 6.15
H 6.45 -6.25 4.71
H 4.08 -7.03 4.66
H 2.34 -5.87 6.04
H 0.98 -4.55 6.53
H -0.57 -4.12 8.13
H 0.76 -3.66 9.21
H -1.34 -1.95 8.59
H 0.29 -1.32 8.91
H -1.17 -1.48 6.29
H 0.24 -0.50 6.72
H 1.64 -2.96 4.37
H -1.37 -2.04 4.04
H -0.05 -3.58 2.16
H 2.17 -4.17 1.72
H 4.26 -3.27 0.58
H 5.08 -1.02 1.29
H 3.71 0.32 2.95
H 1.24 -0.27 3.28
```


Which DFT total energy belongs to each record? In order, -254269.0440, -104453.6996, -105531.1184, -76969.0277, -61496.1194 eV.